Record 1
C48H26ClN10ORu | ωB97M-V/def2-TZVPD

HOMO-LUMO gap (alpha / beta)	5.66 / 5.04	eV
HOMO (alpha / beta)	-6.356 / -6.536	eV
ΔE to the lowest compared entry with this formula, charge and spin	41.4	kcal/mol

Geometry as ORCA input:
```
! wB97M-V def2-TZVPD RIJCOSX def2/J DEFGRID3
* xyz 0 2
C -2.309 0.811 -2.329
C -3.740 0.782 -4.292
H -3.558 -4.290 0.663
N 0.299 -0.629 2.347
H -3.890 -2.193 -2.723
H 1.597 1.247 5.825
N -0.133 1.545 3.426
C -2.354 -3.359 3.676
C 2.955 3.285 -5.082
C -0.805 3.696 2.646
O -0.856 -0.740 1.577
C 1.316 -0.247 4.271
H 1.518 -5.633 0.950
H -1.101 3.906 4.760
C -1.487 5.727 3.652
C -3.003 -3.717 1.394
H -3.317 -2.720 -0.904
C 2.718 -2.273 4.462
C -1.615 -1.862 1.957
C 0.614 1.904 -2.437
C -2.542 -2.148 -0.398
N 1.198 -1.616 -0.331
Cl -3.871 -5.543 3.178
Ru -0.255 0.018 -0.463
H -1.748 6.308 4.528
N 1.171 -2.839 1.762
C -0.836 4.298 1.404
C 1.083 -1.743 2.565
N -2.081 -1.082 -0.928
N 0.811 0.663 -1.990
H 2.986 -3.783 -3.453
H 3.257 -0.120 7.030
C 1.253 -2.746 0.481
C -2.679 -0.527 -2.093
C 1.608 2.219 -3.429
C -0.463 3.228 0.452
H -4.837 -1.034 -4.658
C -1.517 6.338 2.399
C -3.600 -1.168 -2.914
N -0.461 3.496 -0.860
H -1.218 6.115 0.284
H 3.191 -6.225 -2.967
C -1.354 3.301 -3.064
C 2.814 -0.486 6.113
C -1.129 4.393 3.794
H -1.799 7.380 2.321
C 1.821 -5.250 -0.015
C 1.857 0.077 -2.635
C 0.392 0.295 3.384
C 2.357 -6.073 -0.998
C 3.225 -1.766 5.617
C 3.730 2.125 -5.210
C -2.834 1.443 -3.483
H -1.138 -1.633 4.030
C 2.396 1.052 -3.561
H 3.195 4.149 -5.687
C -4.136 -0.523 -4.014
H -2.380 -3.657 4.715
C -3.010 -4.111 2.715
N 2.220 -1.191 -2.499
H -0.816 4.415 -1.075
H 4.052 0.099 -4.543
C -2.303 -2.580 0.978
C -0.360 2.304 2.427
C 1.812 -1.948 -1.502
C -2.359 2.784 -3.764
H -2.809 3.339 -4.578
H 1.307 4.251 -4.113
C 1.741 -1.513 3.767
C -1.191 5.627 1.251
C 3.459 0.999 -4.452
C 2.770 -5.556 -2.227
H 4.552 2.113 -5.913
H -4.131 1.295 -5.164
H 3.035 -3.230 4.070
N -0.175 2.088 1.038
C -0.690 2.521 -1.954
H 3.961 -2.328 6.177
C 2.096 -3.396 -1.537
C -1.661 -2.226 3.290
C 1.897 0.274 5.458
C 2.656 -4.201 -2.512
H -0.939 4.274 -3.303
H 2.463 -7.134 -0.808
C 1.892 3.346 -4.199
N -1.476 1.417 -1.451
C 1.689 -3.908 -0.320
*
```

***

Record 2
C48H33N7O5P2Se2Ti | ωB97M-V/def2-TZVPD

HOMO-LUMO gap (alpha / beta)	4.82 / 5.49	eV
HOMO (alpha / beta)	-1.335 / -2.001	eV
ΔE to the lowest compared entry with this formula, charge and spin	8.4	kcal/mol

Geometry as ORCA input:
```
! wB97M-V def2-TZVPD RIJCOSX def2/J DEFGRID3
* xyz -2 3
C -2.970 -0.742 1.810
H 4.582 0.928 -4.762
C 1.892 0.840 1.513
P -1.108 -0.903 -5.366
H -1.320 2.328 3.324
H 4.410 2.571 2.987
C 0.275 -1.783 -7.641
N 0.380 -2.506 0.271
N 1.507 -0.351 0.964
C 2.482 -2.740 -7.573
H 1.206 4.770 -6.651
C 3.161 1.118 2.022
C 4.130 -2.117 -2.439
H -3.445 3.537 3.645
C -2.744 2.785 -5.490
C -1.500 2.219 1.192
C -4.321 -0.637 2.352
H -2.570 1.140 -4.132
C -0.527 -0.599 -3.694
C 2.416 1.720 -7.474
H 2.064 3.508 -8.602
H -1.344 2.927 -8.566
C 3.125 -1.164 -2.529
H 3.916 0.347 1.956
C -1.164 1.279 -7.207
H 2.386 -5.766 -0.137
C 1.727 -2.495 0.494
C -3.930 3.580 1.553
C -2.647 -1.033 4.134
Ti -0.509 -0.559 0.539
H 1.456 -1.886 -4.469
C 1.934 1.841 -5.111
C 0.437 0.222 -3.060
O -2.149 -1.178 5.234
H -0.524 0.719 -7.873
C -2.411 3.285 -6.743
H 6.346 -0.773 -4.620
H 4.003 -2.951 -1.762
O -5.377 -0.400 1.799
C 2.016 3.037 -7.628
C -0.229 -3.649 -0.057
C -2.319 2.526 0.104
H 2.766 1.148 -8.325
C 1.358 -2.347 -8.294
H 3.539 -3.653 0.483
H 1.322 -2.495 -9.366
H 3.326 -3.186 -8.086
H 2.245 -1.256 -1.904
C 1.543 3.748 -6.533
H 3.373 -2.899 -5.621
O -2.540 -0.653 0.597
C 0.321 -1.576 -6.262
C -1.621 2.534 -7.596
C 2.512 -2.584 -6.198
Se -2.797 -2.142 -5.600
C -4.142 -0.897 3.850
H -4.148 3.400 -0.575
C 0.428 -4.850 -0.199
O -5.030 -0.998 4.663
Se 2.306 2.676 -1.979
N -1.298 -1.136 -2.722
C 3.427 2.351 2.589
C 2.362 1.120 -6.222
C 1.822 -4.848 -0.013
C 5.439 -0.893 -4.040
C 5.281 -1.990 -3.204
C -2.023 -0.945 2.819
H 2.660 0.085 -6.123
N 2.363 -1.368 0.881
C -3.124 3.276 2.643
C 2.470 -3.692 0.319
C -1.925 2.601 2.468
H -4.879 4.083 1.695
N -0.343 1.457 0.980
C 1.429 -2.007 -5.544
O -0.786 -1.014 2.472
C 1.147 3.055 2.144
H -2.757 4.266 -7.046
C 4.435 0.060 -4.131
H -0.117 -5.745 -0.457
C -2.299 1.534 -5.104
H -1.298 -3.570 -0.225
H -0.620 -1.532 -8.195
H 1.183 3.718 -4.413
N 0.206 0.103 -1.745
H 6.062 -2.738 -3.135
P 1.945 1.181 -3.401
H -2.001 2.201 -0.879
C 0.838 1.813 1.564
C -1.507 0.770 -5.966
C 1.509 3.157 -5.281
C 3.261 -0.083 -3.398
H -3.350 3.370 -4.810
H 2.622 4.283 3.078
C -3.519 3.194 0.283
H 0.387 3.823 2.179
C 2.415 3.312 2.641
N -0.825 -0.698 -1.588
*
```

***

Record 3
C48H35CdF5IO2S3 | ωB97M-V/def2-TZVPD

HOMO-LUMO gap	5.40	eV
HOMO	-3.815	eV
ΔE to the lowest compared entry with this formula, charge and spin	65.3	kcal/mol

Geometry as ORCA input:
```
! wB97M-V def2-TZVPD RIJCOSX def2/J DEFGRID3
* xyz -1 1
H 1.989 1.672 -0.076
H 0.353 1.323 6.404
I -3.448 -4.857 -1.878
C 3.579 1.403 -3.064
C -3.871 4.141 -2.129
H -1.309 -0.092 5.263
H -3.551 -2.844 -0.158
C 1.281 -0.679 3.161
C 2.811 -2.577 2.932
H -3.438 -3.377 -7.563
H 3.429 2.968 -1.605
C -3.537 -2.793 -1.244
C 3.707 -3.407 2.222
H -2.102 -3.717 -5.521
H 3.728 0.012 2.218
C 3.685 -3.496 5.006
C -2.679 3.450 -2.218
C 3.189 0.106 -3.387
H 2.568 2.378 6.403
C 4.634 -4.248 4.291
C -3.479 0.379 3.201
C -2.986 -2.524 -7.067
C 2.395 -0.632 -2.522
C 1.919 -1.673 2.226
C -2.188 2.331 1.726
C -1.835 -0.359 -5.791
C 1.880 0.990 4.908
H -0.603 0.913 1.496
C 3.664 -3.410 0.814
H -3.790 4.617 2.945
C -1.635 -1.640 -5.246
F -6.176 4.188 -1.591
H 5.324 1.554 3.233
C -2.236 0.122 2.646
C 1.992 -0.075 -1.322
C 4.632 -4.214 2.927
H 2.086 -2.118 4.925
C 4.049 2.057 4.902
H -5.157 3.888 2.099
C 3.475 0.514 3.142
H -1.376 0.490 -5.296
C -5.016 3.516 -1.675
C -2.549 2.096 -1.878
O 0.354 -2.090 -1.166
H -4.503 -2.438 -1.592
C -4.071 1.618 3.021
C 2.802 -2.686 4.349
H 3.653 -3.559 6.086
F -3.925 5.444 -2.460
C -0.310 0.024 4.858
H -1.683 3.090 1.141
H -3.987 -0.391 3.772
H -3.722 -1.106 -8.513
H 3.487 -0.320 -4.337
C 4.420 2.208 -4.019
H -0.066 -1.034 -3.936
C 2.212 0.267 3.739
H 4.341 -4.055 0.265
C -0.798 -1.832 -4.061
S -1.493 -1.481 3.040
H -3.742 4.430 1.193
C 1.905 -1.741 0.849
C -3.154 -1.253 -7.601
C 0.012 -0.701 3.680
F -3.720 0.248 -0.965
C -2.572 -0.172 -6.948
F -6.023 1.561 -0.830
H 5.343 -4.799 2.356
C -3.436 2.609 2.285
Cd -1.817 -1.688 -2.046
C 3.151 1.951 -1.858
H -5.044 1.813 3.459
C -4.070 3.961 2.117
F -1.605 4.133 -2.643
H 5.359 -4.853 4.820
H 2.063 -1.627 -2.789
H 4.771 2.725 5.354
H 5.068 2.900 -3.480
H 5.036 1.556 -4.638
H 2.693 -2.681 -0.914
C 2.350 1.224 -0.996
S 0.760 -0.922 -0.318
C -4.936 2.187 -1.302
C -2.242 -2.716 -5.914
C -3.732 1.519 -1.390
H -0.326 -2.814 -4.002
H -2.686 0.827 -7.356
C 2.760 -2.643 0.163
C 0.600 0.808 5.484
O -1.206 -2.268 1.824
C 2.829 1.865 5.485
S -1.068 1.238 -2.059
H 3.782 2.796 -4.683
C -1.584 1.102 1.912
C 4.364 1.387 3.705
*
```

***

The lowest ΔE to the lowest compared entry with this formula, charge and spin belongs to which entry?
C48H33N7O5P2Se2Ti

***

Which of these has the lowest ΔE to the lowest compared entry with this formula, charge and spin?
C48H33N7O5P2Se2Ti